67
Properties=species:S:1:pos:R:3:lowdin_charge:R:1 method="wB97M-V/def2-TZVPD" total_charge=+1 orbital_gap_ev=9.2 lumo_ev=-2.719 spin_multiplicity=1
C -1.753 5.430 -0.427 -0.08
C -1.215 4.061 -0.051 -0.22
C -1.771 3.663 1.294 -0.22
O -1.366 2.294 1.600 -0.27
P -2.284 1.475 2.570 0.98
C -1.880 1.863 4.268 -0.23
C -0.419 1.567 4.629 -0.17
C 0.425 2.824 4.531 -0.21
O 1.716 2.582 5.029 0.01
C 2.587 1.883 4.222 -0.46
C 2.634 2.177 2.745 0.03
O 3.362 1.093 4.740 0.12
C -2.262 -0.272 2.170 -0.20
C -0.918 -0.959 2.413 -0.23
O 0.127 -0.176 1.906 -0.14
C 1.042 -0.812 1.040 -0.05
C 1.366 0.122 -0.141 -0.40
F 2.709 0.059 -0.373 0.13
F 1.060 1.406 0.146 0.13
C 0.704 -0.306 -1.470 -0.35
F 1.041 -1.609 -1.691 0.14
F 1.211 0.435 -2.481 0.16
C -0.839 -0.234 -1.478 -0.33
F -1.264 0.798 -0.716 0.12
F -1.304 -1.367 -0.886 0.13
C -1.442 -0.121 -2.923 -0.26
F -2.107 1.056 -3.007 0.10
F -2.315 -1.133 -3.113 0.11
H -1.119 5.897 -1.167 0.08
H -2.761 5.378 -0.817 0.08
H -1.752 6.088 0.437 0.08
H -0.133 4.057 0.009 0.12
H -1.548 3.307 -0.754 0.11
H -2.856 3.761 1.261 0.12
H -1.416 4.319 2.083 0.13
H -3.598 1.902 2.351 0.09
H -2.065 2.931 4.376 0.10
H -2.604 1.366 4.906 0.11
H 0.012 0.761 4.050 0.09
H -0.385 1.255 5.667 0.14
H 0.426 3.237 3.526 0.11
H -0.024 3.574 5.174 0.14
H 1.682 2.405 2.285 0.05
H 3.327 2.982 2.538 0.11
H 3.026 1.288 2.272 0.08
H -3.036 -0.794 2.723 0.12
H -2.532 -0.322 1.118 0.09
H -0.787 -1.073 3.486 0.12
H -0.969 -1.960 1.997 0.14
H 0.678 -1.767 0.681 0.13
H 1.980 -0.992 1.552 0.15
H -0.685 -0.146 -3.699 0.17
C 1.444 -3.739 -4.940 -0.23
C 1.130 -4.386 -3.583 -0.23
C 0.609 -5.802 -3.860 -0.22
S 1.364 -6.319 -5.410 0.66
O 0.326 -6.473 -6.393 -0.31
O 2.316 -7.366 -5.158 -0.31
C 2.229 -4.782 -5.728 -0.23
H 2.012 -2.816 -4.827 0.11
H 0.514 -3.502 -5.462 0.12
H 2.042 -4.439 -2.986 0.12
H 0.400 -3.807 -3.018 0.09
H 0.888 -6.511 -3.086 0.10
H -0.470 -5.817 -4.003 0.10
H 2.250 -4.602 -6.799 0.11
H 3.243 -4.893 -5.345 0.11

***

81
Properties=species:S:1:pos:R:3:lowdin_charge:R:1 method="wB97M-V/def2-TZVPD" total_charge=-1 de_lowest_kj_mol=186.69 orbital_gap_ev=6.1 lumo_ev=2.621 spin_multiplicity=1
Cd 0.429 0.247 0.432 1.42
N 0.300 -0.694 5.169 0.15
C 0.659 -0.572 3.855 -0.58
O 0.467 -1.476 3.066 0.03
C 1.314 0.749 3.495 -0.26
C 1.817 0.804 2.059 -0.29
H -0.208 -1.514 5.454 0.10
H 0.372 0.076 5.806 0.09
H 2.130 0.901 4.213 0.11
H 0.579 1.541 3.676 0.10
H 2.658 0.114 1.944 0.02
H 2.189 1.806 1.845 0.01
C -3.532 0.170 0.765 -0.06
C -3.082 -0.590 2.016 -0.35
C -2.206 0.330 2.881 -0.07
C -2.377 -1.940 1.868 -0.14
C -2.665 -2.856 2.876 -0.07
C -2.023 -4.074 2.957 -0.10
C -1.052 -4.378 2.020 -0.06
C -0.723 -3.505 0.989 -0.14
C 0.409 -3.974 0.075 -0.36
C 0.017 -4.209 -1.386 -0.06
C 1.654 -3.082 0.149 -0.07
C -1.403 -2.265 0.901 -0.23
N -1.095 -1.332 -0.112 -0.04
C -1.805 -1.399 -1.266 -0.31
C -2.787 -2.376 -1.560 -0.05
C -3.465 -2.389 -2.765 -0.12
C -3.227 -1.434 -3.744 -0.13
C -2.285 -0.444 -3.483 -0.03
C -1.621 -0.449 -2.284 -0.25
F -0.721 0.534 -2.038 -0.02
H -4.193 0.985 1.072 0.08
H -4.078 -0.472 0.075 0.08
H -2.689 0.606 0.235 0.05
H -3.993 -0.803 2.584 0.12
H -1.305 0.609 2.327 0.03
H -1.897 -0.177 3.797 0.06
H -2.745 1.243 3.145 0.08
H -3.414 -2.601 3.620 0.11
H -2.262 -4.772 3.750 0.09
H -0.529 -5.326 2.093 0.10
H 0.704 -4.950 0.474 0.11
H -0.197 -3.275 -1.896 0.06
H -0.864 -4.850 -1.460 0.08
H 0.843 -4.696 -1.910 0.08
H 1.482 -2.153 -0.389 0.03
H 2.503 -3.584 -0.321 0.08
H 1.900 -2.849 1.184 0.07
H -2.992 -3.132 -0.812 0.11
H -4.200 -3.166 -2.946 0.09
H -3.760 -1.450 -4.685 0.09
H -2.056 0.337 -4.197 0.11
C 3.096 -0.101 -2.340 -0.21
Si 3.038 1.812 -2.295 0.35
C 4.768 2.264 -1.594 -0.21
C 3.030 2.432 -4.090 -0.20
C 1.627 2.309 -1.280 -0.41
Si 0.750 3.844 -0.922 0.34
C 0.260 4.884 -2.433 -0.20
C -0.862 3.421 0.028 -0.22
C 1.605 5.081 0.279 -0.21
H 3.826 -0.504 -3.047 0.01
H 2.114 -0.505 -2.602 0.01
H 3.359 -0.478 -1.345 0.01
H 5.610 1.930 -2.209 0.01
H 4.877 1.810 -0.604 0.01
H 4.855 3.347 -1.461 0.01
H 3.836 1.989 -4.680 0.01
H 3.149 3.519 -4.120 0.01
H 2.081 2.191 -4.574 0.02
H 1.672 1.724 -0.362 -0.16
H -0.281 4.276 -3.161 0.02
H 1.154 5.274 -2.929 0.01
H -0.371 5.733 -2.160 0.01
H -1.524 2.806 -0.589 0.01
H -1.424 4.300 0.356 0.02
H -0.608 2.843 0.928 -0.01
H 2.604 5.333 -0.090 0.01
H 1.734 4.608 1.258 0.01
H 1.054 6.015 0.428 0.01